(1)
Density functional theory data (the ωB97M-V functional and the def2-TZVPD basis) for a molecular structure, C7H3NO4PbS in a non-equilibrium geometry.

As for the total charge: +2. The energy above the lowest of the compared OMol25 structures with the same formula, charge and spin comes out at 0.0 kcal/mol. For the gap between HOMO and LUMO, the calculation gives 8.189 eV. Its spin multiplicity is 1. Its HOMO energy is -17.07 eV.

Last column: Löwdin charge in e.
CARTESIAN COORDINATES (ANGSTROEM)
O: -2.27397 2.65471 0.27069  0.172
C: -1.98418 1.66457 -0.21325  -0.028
Pb: -0.79429 -0.58844 -0.92701  1.232
O: 0.69829 1.38358 -3.68858  0.183
C: 0.20476 0.78649 -2.83777  -0.018
C: -3.11089 -1.52497 -1.22300  -0.090
O: -4.14196 -1.98036 -1.35878  0.181
C: 0.39965 -2.65698 -1.77851  -0.047
O: 0.81308 -3.58475 -2.29821  0.183
S: 2.71631 1.11632 1.96479  1.150
C: 1.34628 0.60312 2.90684  -0.296
C: 0.38190 0.12411 2.07646  -0.226
N: 0.74949 0.08294 0.71932  -0.257
C: 1.94908 0.67027 0.52460  -0.440
H: 1.28351 0.63931 3.98012  0.098
H: -0.61026 -0.21060 2.33977  0.116
H: 2.37319 0.82068 -0.45749  0.086

(2)
Density functional theory data (the ωB97M-V functional and the def2-TZVPD basis) for 14 unconnected molecules or ions with the total composition C7H41NO13 in a non-equilibrium geometry.

The energy above the lowest of the compared OMol25 structures with the same formula, charge and spin comes out at 66.8 kcal/mol. For the gap between HOMO and LUMO, the calculation gives 8.707 eV. Its spin multiplicity is 1. Its HOMO energy is -8.72 eV.

Last column: Löwdin charge in e.
CARTESIAN COORDINATES (ANGSTROEM)
C: -0.62981 0.80769 0.74650  -0.254
C: -0.13366 -0.16851 -0.34422  -0.174
C: -1.04339 -0.12279 -1.58371  -0.196
C: -2.42001 -0.72020 -1.24222  -0.181
C: -2.52588 -2.24152 -1.34496  -0.107
C: -1.53930 -3.06441 -1.67937  -0.162
C: -1.61666 -4.53217 -1.41498  -0.105
N: 0.23380 0.82187 1.92976  0.029
H: -0.61433 1.77504 0.24101  0.083
H: -1.60017 0.49268 1.09319  0.081
H: -0.29714 -1.13254 0.15427  0.098
H: 0.93553 -0.27830 -0.53675  0.099
H: -0.63266 -0.79651 -2.33484  0.067
H: -1.10507 0.84597 -2.08200  0.094
H: -3.27482 -0.35992 -1.82557  0.109
H: -2.67170 -0.46513 -0.21458  0.088
H: -3.45813 -2.63612 -0.97378  0.106
H: -0.63093 -2.68639 -2.12623  0.079
H: -2.51686 -4.96482 -1.88059  0.075
H: -0.89810 -5.15466 -1.95148  0.063
H: -1.63144 -4.77529 -0.36082  0.069
H: -0.32454 1.10038 2.72670  0.034
H: 0.99999 1.45771 1.84760  0.062
H: -1.07230 4.32488 -2.13053  0.005
H: -2.05561 3.72537 -3.22426  0.031
O: -1.98919 4.18319 -2.38639  -0.062
H: -1.47567 3.40187 3.79870  0.028
H: -0.42380 3.28642 4.98086  0.042
O: -0.59850 3.10939 4.05657  -0.044
H: 0.36588 2.26900 -2.00172  0.021
H: 0.27520 2.93738 -0.60401  0.031
O: 0.57658 3.07572 -1.50830  -0.054
H: -0.36169 -2.59600 2.50240  -0.002
H: -1.59128 -1.80845 2.16106  0.009
O: -1.21574 -2.68446 2.07624  -0.045
H: 3.22568 -2.75121 -0.09567  0.003
H: 3.25496 -3.76619 -1.33641  0.040
O: 2.92112 -2.93850 -0.99818  -0.058
H: -3.03906 3.85255 0.52216  0.025
H: -3.24391 2.53146 1.34260  0.004
O: -3.29969 3.48290 1.36367  -0.042
H: 4.15305 -1.73901 2.04433  0.048
H: 4.36234 -1.06071 0.64401  0.000
O: 4.33572 -1.91794 1.12000  -0.070
H: 1.77903 -1.50920 -2.22143  0.010
H: 2.02349 -2.13809 -3.54474  0.061
O: 1.52902 -1.41223 -3.15018  -0.062
H: 1.03730 -1.07539 4.57927  0.032
H: 0.99147 -0.80453 3.10247  0.006
O: 0.92459 -1.53196 3.74952  -0.068
H: 3.61356 0.16624 -0.74391  0.037
H: 3.88318 1.36880 0.12350  0.018
O: 4.27798 0.50398 -0.13131  -0.064
H: 2.15720 0.74954 -3.54798  0.031
H: 0.76142 0.38938 -4.00563  0.025
O: 1.30000 1.14173 -3.73848  -0.061
H: 2.21264 2.69878 -0.74788  0.020
H: 3.25966 3.55079 0.07697  0.070
O: 2.74861 2.73734 0.05863  -0.050
H: -2.30059 0.37826 3.81398  0.047
H: -3.00984 1.71457 3.82483  -0.009
O: -2.89755 0.95230 3.33237  -0.006

(3)
Density functional theory data (the ωB97M-V functional and the def2-TZVPD basis) for a gas-phase ion, C7H4N3O3S2 (charge -1) in a non-equilibrium geometry.

As for the total charge: -1. For the gap between HOMO and LUMO (spin up / spin down), the calculation gives 7.196 / 6.094 eV. Its spin multiplicity is 3. Its HOMO energy (spin up / spin down) is -4.20 / -4.45 eV. As for the expectation value of S²: 2.04.

Last column: Löwdin charge in e.
CARTESIAN COORDINATES (ANGSTROEM)
C: -0.79291 -1.97622 1.03936  -0.039
C: -0.71051 -0.59226 0.65427  -0.078
C: 0.36694 -2.63246 1.21858  -0.125
C: 1.64218 -2.09027 0.88111  0.036
C: 0.63521 0.06566 0.28888  -0.467
C: -0.87609 1.21826 -2.03943  -1.061
C: 1.87997 -0.91662 0.33935  0.026
N: -0.12132 -0.38648 -0.72989  -0.042
N: -0.84973 -0.10088 -1.78309  0.032
N: 0.04576 2.04114 -1.61395  -0.140
O: 1.10467 1.31071 0.61209  -0.148
O: 1.03840 3.72569 -0.06889  -0.295
O: -1.04154 2.48865 0.60693  -0.313
S: -2.33063 1.59228 -2.75258  0.596
S: 0.22069 2.55463 -0.10752  0.582
H: -1.77360 -2.14504 1.52679  0.119
H: -1.55354 0.05991 0.69908  0.130
H: 0.40568 -3.63284 1.53510  0.069
H: 2.71037 -0.58385 -0.30619  0.120

(4)
Density functional theory data (the ωB97M-V functional and the def2-TZVPD basis) for a single C7H4S5 molecule in a non-equilibrium geometry.

For the gap between HOMO and LUMO (spin up / spin down), the calculation gives 5.953 / 6.615 eV. Its spin multiplicity is 3. Its HOMO energy (spin up / spin down) is -7.54 / -8.94 eV. As for the expectation value of S²: 2.06.

Last column: Löwdin charge in e.
CARTESIAN COORDINATES (ANGSTROEM)
C: 1.27161 2.17483 0.13690  0.151
C: 1.44581 1.11344 0.71505  -0.301
C: 1.55018 0.07499 1.57160  -0.411
C: 0.12703 -0.60128 -0.95760  -0.836
C: 2.30672 -1.92344 -0.38820  -1.390
C: -2.24480 0.52958 -0.63334  -1.135
C: -2.03022 -0.03100 0.71763  -0.188
S: 3.55289 -2.93527 -0.59501  0.650
S: -3.54764 1.38276 -1.08113  0.689
S: 1.80879 -1.50464 1.33611  0.849
S: 1.53339 -1.10106 -1.74395  0.816
S: -0.98318 0.26021 -1.86967  0.842
H: 1.10829 3.07326 -0.38439  0.041
H: -1.17170 0.44883 1.19036  0.066
H: -2.91569 0.13485 1.32434  0.074
H: -1.81147 -1.09604 0.66129  0.081

(5)
Density functional theory data (the ωB97M-V functional and the def2-TZVPD basis) for a gas-phase ion, C7H5F2O2S (charge -1) in a non-equilibrium geometry.

As for the total charge: -1. For the gap between HOMO and LUMO, the calculation gives 7.032 eV. Its spin multiplicity is 1. Its HOMO energy is -3.55 eV.

Last column: Löwdin charge in e.
CARTESIAN COORDINATES (ANGSTROEM)
C: -0.66213 1.93465 0.40731  -0.111
C: -0.45175 2.26952 -0.94518  -0.114
C: -0.64210 0.64618 0.86234  -0.060
C: -0.16393 1.32581 -1.83445  -0.032
C: -0.36604 -0.35664 -0.09703  -0.070
C: 0.00415 0.04182 -1.34070  -0.244
C: -0.08363 -1.95668 0.57803  -0.307
O: 1.84947 -3.14815 1.78953  -0.566
O: 2.21905 -0.77935 1.17886  -0.563
F: 0.19909 -0.96104 -2.26029  0.025
F: -0.76026 -2.14864 1.76227  -0.085
S: 1.89219 -2.15955 0.71606  0.643
H: -0.92557 2.81949 1.13755  0.129
H: -0.62078 3.27366 -1.09685  0.070
H: -0.89848 0.57093 1.91439  0.113
H: -0.04709 1.43757 -2.82894  0.081
H: -0.54218 -2.80959 0.05709  0.092

(6)
Density functional theory data (the ωB97M-V functional and the def2-TZVPD basis) for a molecular structure, C7H5I2N2O2 in a non-equilibrium geometry.

As for the total charge: +1. For the gap between HOMO and LUMO (spin up / spin down), the calculation gives 5.911 / 5.907 eV. Its spin multiplicity is 1. Its HOMO energy (spin up / spin down) is -12.97 / -12.97 eV.

Last column: Löwdin charge in e.
CARTESIAN COORDINATES (ANGSTROEM)
C: -0.98030 -0.73089 -0.30948  -0.013
C: -0.25317 0.42542 -0.32937  -0.141
C: -0.30977 1.56944 -0.97713  0.060
C: -2.39756 -0.86852 -0.28046  -0.781
C: 1.04155 0.08446 0.46618  -0.524
C: -3.12171 0.21855 0.10671  -0.660
C: 3.05371 -0.96894 0.46640  -0.009
N: 0.68806 3.72272 -1.12712  0.333
N: 0.25211 2.67810 -0.94814  -0.023
O: 1.22097 0.74640 1.45810  0.168
O: 1.81405 -0.68687 -0.12874  0.061
I: -3.32103 -2.75232 -0.42890  0.945
I: -5.12296 0.21240 0.23824  1.095
H: -0.27989 -1.51257 -0.56958  0.143
H: -2.66860 1.10075 0.35421  0.016
H: 3.17166 -0.63514 1.48705  0.099
H: 3.93565 -0.54668 -0.00970  0.110
H: 3.27726 -2.05630 0.53173  0.120

(7)
Density functional theory data (the ωB97M-V functional and the def2-TZVPD basis) for a molecular structure, C7H5IrN5SSe2Te2.

The energy above the lowest of the compared OMol25 structures with the same formula, charge and spin comes out at 0.0 kcal/mol. For the gap between HOMO and LUMO (spin up / spin down), the calculation gives 5.905 / 5.428 eV. Its spin multiplicity is 2. Its HOMO energy (spin up / spin down) is -6.81 / -6.92 eV. As for the expectation value of S²: 0.76.

Last column: Löwdin charge in e.
CARTESIAN COORDINATES (ANGSTROEM)
Ir: 0.20196 1.35258 0.81864  0.629
Se: -0.11839 1.37909 3.22543  -0.141
Te: 2.17129 1.92193 4.09880  0.133
Te: 3.31191 -0.15280 2.90502  0.091
Se: 2.63830 0.63063 0.57699  -0.192
N: 0.24544 0.79365 -3.36604  0.046
C: 0.51991 1.60334 -2.33826  -0.104
N: 0.12750 1.00266 -1.23531  -0.100
C: -0.36040 -0.19841 -1.65291  -0.305
N: -0.31103 -0.35937 -2.95076  0.150
C: -0.78087 -1.15135 -0.63103  -0.189
C: -1.33952 -2.39101 -0.89526  -0.052
N: -1.68190 -3.22162 0.08151  0.099
C: -1.45616 -2.80945 1.32451  -0.084
C: -0.89635 -1.57075 1.60902  -0.105
N: -0.56433 -0.74134 0.62711  -0.042
H: 0.41813 0.94580 -4.34555  0.166
H: 0.98141 2.57347 -2.40941  0.148
H: -1.50723 -2.70856 -1.91677  0.123
H: -1.72698 -3.48393 2.12613  0.115
H: -0.70063 -1.23003 2.61897  0.049
S: 0.47793 4.67429 0.87963  0.692
C: 0.35002 3.14118 0.84953  -1.128

(8)
Density functional theory data (the ωB97M-V functional and the def2-TZVPD basis) for a single C7H5N molecule in a non-equilibrium geometry.

The energy above the lowest of the compared OMol25 structures with the same formula, charge and spin comes out at 34.9 kcal/mol. Its SMILES is C=C1C=CC(C#N)=C1. For the gap between HOMO and LUMO, the calculation gives 8.327 eV. Its spin multiplicity is 1. Its HOMO energy is -9.16 eV.

Last column: Löwdin charge in e.
CARTESIAN COORDINATES (ANGSTROEM)
C: -2.13993 -0.86929 0.17585  0.093
C: -1.00571 -0.22431 -0.21256  -0.289
C: -0.64193 1.25880 -0.04577  -0.014
C: 0.71701 1.32665 -0.01271  -0.024
C: 1.24559 -0.02668 -0.04152  -0.294
C: 0.27526 -0.91915 -0.25049  -0.010
C: 2.58256 -0.22701 0.11988  -0.195
H: -2.24644 -1.92912 0.15093  0.040
H: -3.11816 -0.22702 0.81909  0.170
H: -1.25852 2.13744 -0.19181  0.102
H: 1.27251 2.17972 -0.03031  0.084
H: 0.60072 -1.98990 -0.57083  0.170
N: 3.71705 -0.49014 0.09027  0.166

(9)
Density functional theory data (the ωB97M-V functional and the def2-TZVPD basis) for a gas-phase ion, C7H5N2O2 (charge -1) in a non-equilibrium geometry.

As for the total charge: -1. The energy above the lowest of the compared OMol25 structures with the same formula, charge and spin comes out at 29.5 kcal/mol. For the gap between HOMO and LUMO, the calculation gives 6.798 eV. Its spin multiplicity is 1. Its HOMO energy is -3.58 eV.

Last column: Löwdin charge in e.
CARTESIAN COORDINATES (ANGSTROEM)
C: -4.51072 0.75344 -0.01590  -0.338
C: -1.65360 -1.71470 -0.01730  -0.029
C: -0.59192 -0.90330 -0.02684  -0.105
C: -3.39796 -0.01206 -0.00130  -0.029
C: -1.70769 1.23990 0.00861  -0.279
C: -3.08657 -1.36044 0.01364  -0.537
C: 0.69208 1.15617 0.02344  -0.049
N: -5.42784 1.47232 -0.03050  0.079
N: -0.59620 0.48735 -0.00857  -0.121
O: -1.77735 2.44661 0.02989  0.027
O: -3.93516 -2.28448 0.04142  -0.072
H: -1.46814 -2.78198 -0.03694  0.098
H: 0.41549 -1.30662 -0.05637  0.106
H: 1.17997 1.01688 0.99344  0.088
H: 1.34492 0.77124 -0.76386  0.083
H: 0.51753 2.21981 -0.13663  0.079

(10)
Density functional theory data (the ωB97M-V functional and the def2-TZVPD basis) for a single C7H5N3O2 molecule in a non-equilibrium geometry.

The energy above the lowest of the compared OMol25 structures with the same formula, charge and spin comes out at 0.0 kcal/mol. Its SMILES is O=c1[nH]c2cccnc2nc1O. For the gap between HOMO and LUMO, the calculation gives 8.690 eV. Its spin multiplicity is 1. Its HOMO energy is -8.91 eV.

Last column: Löwdin charge in e.
CARTESIAN COORDINATES (ANGSTROEM)
C: -1.71466 -0.73825 -0.06254  -0.298
C: 0.58920 -0.67417 0.05814  -0.285
C: 2.88452 -0.85327 -0.06379  -0.133
C: 3.11660 0.56546 -0.03872  -0.075
C: 2.00368 1.34148 0.04965  -0.019
C: 0.71056 0.69131 0.05884  -0.167
C: -1.71286 0.74612 -0.04949  -0.352
H: -3.53397 -0.63126 -0.01265  0.102
H: 3.66536 -1.65437 -0.02574  0.114
H: 4.15852 0.92736 -0.06475  0.112
H: 2.11926 2.47117 0.08231  0.133
H: -0.44920 2.41664 -0.03082  0.184
N: -0.60312 -1.39420 0.08295  0.218
N: 1.69739 -1.47997 0.00650  0.118
N: -0.49834 1.37860 -0.04958  0.165
O: -2.89348 -1.33919 -0.02251  0.145
O: -2.78074 1.39762 0.03002  0.037

(11)
Density functional theory data (the ωB97M-V functional and the def2-TZVPD basis) for a single C7H5O3P molecule in a non-equilibrium geometry.

Its SMILES is O=Cc1ccccc1OP=O. For the gap between HOMO and LUMO, the calculation gives 9.410 eV. Its spin multiplicity is 1. Its HOMO energy is -9.85 eV.

Last column: Löwdin charge in e.
CARTESIAN COORDINATES (ANGSTROEM)
C: 2.05002 0.21754 -0.34191  -0.064
C: 1.56752 1.46887 0.07286  -0.026
C: 1.25394 -0.90254 -0.25529  -0.005
C: 0.23353 1.57874 0.48720  0.002
C: -0.08235 -0.86622 0.18087  -0.109
C: -0.49718 0.43125 0.45285  -0.263
C: -0.85942 -2.09003 0.18866  -0.186
O: -0.42825 -3.12705 -0.30619  0.042
O: -1.78933 0.77205 0.77726  -0.326
O: -3.06574 0.64584 -1.39619  -0.438
P: -3.17520 0.93198 0.05042  0.832
H: 3.06437 0.18596 -0.73772  0.110
H: 2.07796 2.41713 -0.10232  0.114
H: 1.69811 -1.85822 -0.40601  0.114
H: -0.15720 2.42056 0.80259  0.075
H: -1.89079 -2.22584 0.53291  0.127

(12)
Density functional theory data (the ωB97M-V functional and the def2-TZVPD basis) for a single C7H6 molecule in a non-equilibrium geometry.

The energy above the lowest of the compared OMol25 structures with the same formula, charge and spin comes out at 133.3 kcal/mol. For the gap between HOMO and LUMO, the calculation gives 8.930 eV. Its spin multiplicity is 1. Its HOMO energy is -8.27 eV.

Last column: Löwdin charge in e.
CARTESIAN COORDINATES (ANGSTROEM)
C: 0.36708 0.63980 1.09633  -0.069
C: 0.85277 -0.67177 0.72815  -0.157
C: -0.06075 -1.66344 0.29785  0.048
C: -0.56883 0.00477 -0.01762  -0.235
C: -1.13983 0.60998 1.22050  -0.022
C: 0.15207 0.04688 -1.36490  -0.079
C: 0.98432 -1.11404 -0.76215  -0.159
H: 0.71275 1.64959 1.03156  0.130
H: -1.68913 -0.18255 1.66759  0.103
H: -1.70681 1.46987 0.97710  0.104
H: -0.35045 -0.28380 -2.22372  0.082
H: 0.50068 1.09834 -1.56761  0.127
H: 1.94613 -1.60363 -1.08307  0.126

Number 1: total energy -33050.987 eV. Number 2: total energy -36031.872 eV. Number 3: total energy -39600.521 eV. Number 4: total energy -61491.860 eV. Number 5: total energy -27704.468 eV. Number 6: total energy -30602.863 eV. Number 7: total energy -173744.949 eV. Number 8: total energy -8826.700 eV. Number 9: total energy -14414.462 eV. Number 10: total energy -15905.503 eV. Number 11: total energy -22770.974 eV. Number 12: total energy -7347.718 eV.